The following is a quantum chemistry calculation of 4 unconnected molecules or ions with the total composition C5H19NO4, from the Open Molecules 2025 dataset.

orbital gap	9.91	eV
SMILES	CCN(C)CCO.O.O.O
ΔE to the lowest compared entry with this formula, charge and spin	278.7	kJ/mol
max |F|	0.0841	hartree/bohr

```
29
Properties=species:S:1:pos:R:3:forces:R:3
C -0.985430 2.698144 0.835466 0.24 1.02 2.61
C -0.742689 1.356535 1.443844 -1.76 -1.93 -0.83
N -0.034880 0.414484 0.486628 1.99 0.76 2.60
C 1.323207 0.249518 1.053085 2.20 0.33 0.10
C -0.609958 -0.912675 0.425263 0.33 -1.42 -0.61
C -1.297177 -0.977533 -0.948442 0.07 -3.08 1.54
O -2.586160 -0.526880 -0.713887 -2.33 3.40 -1.20
H -1.722665 2.655709 0.118738 -1.46 -0.32 -2.06
H -0.085846 3.100409 0.429739 0.63 0.61 -0.25
H -1.450074 3.399180 1.589329 0.89 -0.55 -0.51
H -1.746561 0.898641 1.662887 0.80 0.37 -0.17
H -0.236460 1.364286 2.390697 0.50 0.29 0.45
H 1.929130 1.221643 0.957087 -1.08 -1.05 0.67
H 1.344531 -0.155376 2.165961 -0.08 0.83 -2.13
H 1.958047 -0.423078 0.402012 -0.97 0.32 0.77
H 0.106740 -1.837368 0.513973 -0.67 2.34 -0.09
H -1.330487 -1.016374 1.286153 0.29 -0.33 -1.16
H -1.413227 -2.117664 -1.096551 0.04 1.62 -0.59
H -0.735344 -0.504135 -1.781289 -0.34 -0.24 0.65
H -2.723590 0.483144 -0.858617 0.77 -2.74 0.25
O 0.954610 -3.168948 2.264907 1.65 0.51 0.69
H 0.739876 -2.695957 3.090863 -0.62 -0.69 -0.95
H 0.239870 -3.554671 1.778326 -0.98 0.00 0.42
O 2.097300 -0.597085 -2.862000 0.90 -1.66 -0.87
H 1.537493 0.005242 -2.410485 -0.79 1.24 0.63
H 1.633330 -1.441227 -2.913182 0.09 0.20 0.01
O 1.320300 1.706011 -1.741893 1.54 1.65 -3.69
H 0.915865 1.485387 -0.955824 -2.15 -0.57 2.85
H 0.867402 2.442098 -2.208524 0.30 -0.90 0.86
```
Forces are in eV/Å.